--- one ---
This record from the OMol25 dataset describes 4 unconnected molecules or ions with the total composition C4H14O3. The level of theory is wB97M-V/def2-TZVPD.

Structure (ORCA input):
```
! RIJCOSX wB97M-V def2-TZVPD def2/J DEFGRID3
* xyz -1 2
C -2.62578 0.57682 1.08719
C -2.55529 -0.79982 0.41579
C -1.17987 -1.18972 -0.06221
C -0.71804 -2.42452 -0.15545
H -1.66939 0.91149 1.48453
H -2.93915 1.33797 0.36926
H -3.38707 0.55892 1.86726
H -3.27162 -0.78675 -0.41510
H -2.94661 -1.59541 1.04408
H -0.69229 -0.28418 -0.42187
H 0.30969 -2.74402 -0.25939
H -1.39592 -3.22718 0.12663
H 2.12894 0.03689 -0.94752
H 0.95599 -0.63696 -1.54785
O 1.82526 -0.30365 -1.80503
H 1.67352 1.77193 -0.26735
H 1.67367 2.53333 -1.63884
O 1.22615 2.44934 -0.79095
H 2.39874 0.18528 1.96399
H 2.66455 1.66152 1.63442
O 2.75192 0.76253 1.25247
*
```

Calculated values
- LUMO energy (alpha / beta) (eV) = 3.48 / 3.38
- HOMO (alpha / beta) (eV) = 0.67 / -6.91
- expectation value of S² = 0.75
- gap between HOMO and LUMO (alpha / beta) (eV) = 2.82 / 10.29



--- two ---
This record from the OMol25 dataset describes 3 unconnected molecules or ions with the total composition C4H14O3. The level of theory is wB97M-V/def2-TZVPD.

Structure (ORCA input):
```
! RIJCOSX wB97M-V def2-TZVPD def2/J DEFGRID3
* xyz -1 2
C -0.82812 1.49000 -1.41589
O -1.39616 2.40024 -2.35928
C -1.40345 0.02161 -1.43686
C -0.70746 -0.71987 -0.19900
C -1.04032 -2.16502 0.02958
H -0.94705 1.89770 -0.34075
H 0.20147 1.32848 -1.54571
H -0.71046 2.63362 -3.02811
H -2.50207 0.13078 -1.28499
H -1.19804 -0.55058 -2.32011
H 0.34181 -0.72606 -0.36214
H -0.88297 -0.01519 0.56143
H -0.90823 -2.78581 -0.75267
H -0.54003 -2.51512 0.88004
H -2.19752 -2.40903 0.05598
H 1.77302 1.71562 2.01449
H 2.68349 2.68950 1.07450
O 2.07339 1.90827 1.13530
H 2.52025 -0.97281 2.47245
H 2.72667 -2.13859 3.48081
O 2.94179 -1.21773 3.34092
*
```

Calculated values
- LUMO energy (alpha / beta) (eV) = 3.30 / 3.22
- HOMO (alpha / beta) (eV) = 0.90 / -7.27
- expectation value of S² = 0.75
- gap between HOMO and LUMO (alpha / beta) (eV) = 2.40 / 10.48



Which one sits at the bottom of the stability order? two does.



--- one ---
This record from the OMol25 dataset describes a molecular structure, C6H8O4. The level of theory is wB97M-V/def2-TZVPD.

Structure (ORCA input):
```
! RIJCOSX wB97M-V def2-TZVPD def2/J DEFGRID3
* xyz 0 1
C -4.15692 0.24405 -0.02943
C -1.98945 -0.17248 0.08562
C -0.56071 0.40172 0.00152
C 0.46929 -0.37179 0.01820
C 1.86350 0.15682 -0.00290
C 4.15798 -0.28967 -0.04324
H -4.39856 -0.34016 -0.94270
H -4.74582 1.17881 -0.08197
H -4.01422 -0.17174 0.74012
H -0.50902 1.42098 0.20437
H 0.30852 -1.56688 0.12148
H 4.24647 1.04464 -0.44363
H 4.43614 -0.41440 1.08385
H 4.75987 -1.12261 -0.77105
O -2.81192 0.63252 -0.00402
O -2.05223 -1.43784 -0.01559
O 2.12496 1.50168 -0.00958
O 2.89100 -0.67644 0.01805
*
```

Calculated values
- LUMO energy (eV) = -0.24
- HOMO (eV) = -10.02
- gap between HOMO and LUMO (eV) = 9.78



--- two ---
This record from the OMol25 dataset describes a molecular structure, C6H8O4. The level of theory is wB97M-V/def2-TZVPD.

Structure (ORCA input):
```
! RIJCOSX wB97M-V def2-TZVPD def2/J DEFGRID3
* xyz 0 1
O -1.17911 2.49855 -0.85967
C -1.07629 2.72444 0.37870
O -1.89478 1.98430 1.08443
C -0.54171 0.62692 1.43494
O 0.60009 0.49085 0.57458
C 1.32764 1.70550 0.82902
C 1.59696 1.52217 2.32931
C 0.06942 1.68738 2.38638
C 0.20341 2.71597 1.20225
H -0.75587 -0.32006 1.94235
H 2.07804 1.87964 0.05449
H 2.01770 0.56239 2.65460
H 2.12650 2.37166 2.77462
H -0.45559 1.88519 3.32499
H 0.53376 3.71621 1.48871
O -1.60682 -0.24462 -0.27188
H -1.50614 0.84947 -0.94425
H -1.27768 -1.10181 -0.55493
*
```

Calculated values
- LUMO energy (eV) = -0.48
- HOMO (eV) = -9.85
- gap between HOMO and LUMO (eV) = 9.37



Which one sits at the bottom of the stability order? two does.



--- one ---
This record from the OMol25 dataset describes a single C2H6N2OS molecule. The level of theory is wB97M-V/def2-TZVPD.

Structure (ORCA input):
```
! RIJCOSX wB97M-V def2-TZVPD def2/J DEFGRID3
* xyz 0 1
C 1.47868 -0.07386 -0.09673
N 0.14310 -0.59003 -0.00295
O 0.12427 -1.97989 0.08473
C -1.00794 0.07817 -0.00535
N -0.89752 1.45509 -0.01949
S -2.49670 -0.70329 -0.05059
H 1.93683 0.06231 0.86267
H 2.06144 -0.78170 -0.68368
H 1.47477 0.89737 -0.64589
H -0.87894 -2.16430 -0.03433
H -1.77080 1.92089 0.04851
H -0.16719 1.87924 0.54310
*
```

Calculated values
- structure (SMILES) = CN(O)C(N)=S
- LUMO energy (eV) = 0.66
- HOMO (eV) = -8.53
- gap between HOMO and LUMO (eV) = 9.19



--- two ---
This record from the OMol25 dataset describes a single C2H6N2OS molecule. The level of theory is wB97M-V/def2-TZVPD.

Structure (ORCA input):
```
! RIJCOSX wB97M-V def2-TZVPD def2/J DEFGRID3
* xyz 0 1
C -0.51820 1.27092 -0.28237
N -0.63857 -0.14391 -0.11974
S -2.22072 -0.80202 0.11904
C 0.30737 -1.19634 -0.41405
N 1.54045 -1.23549 -0.15842
O 2.01460 -0.11954 0.32435
H -1.24624 1.77245 -1.12576
H -0.51970 1.79601 0.83580
H 0.59685 1.51165 -0.49340
H -2.25894 -0.46651 1.40516
H 0.00708 -2.03840 -1.06436
H 2.93602 -0.34882 0.97373
*
```

Calculated values
- structure (SMILES) = CN(S)/C=N\O
- LUMO energy (eV) = 0.57
- HOMO (eV) = -8.59
- gap between HOMO and LUMO (eV) = 9.16



--- three ---
This record from the OMol25 dataset describes 2 unconnected molecules or ions with the total composition C2H6N2OS. The level of theory is wB97M-V/def2-TZVPD.

Structure (ORCA input):
```
! RIJCOSX wB97M-V def2-TZVPD def2/J DEFGRID3
* xyz 0 1
C 1.94538 -0.40738 0.07321
C -0.57629 -0.65984 -0.29277
H 2.00020 0.08083 -0.90089
H 2.80973 -1.15603 0.32950
H 1.83208 0.30043 0.80725
H 0.11851 1.26984 0.65584
H -2.30349 -0.04072 0.57839
H -2.14520 1.30737 -0.84247
N -0.57108 0.67674 -0.44965
N -1.88081 1.37979 0.18274
O 0.73706 -1.17237 -0.12473
S -1.96609 -1.57868 -0.01645
*
```

Calculated values
- LUMO energy (eV) = -0.63
- HOMO (eV) = -8.64
- gap between HOMO and LUMO (eV) = 8.01



Which one sits at the bottom of the stability order? three does.



--- one ---
This record from the OMol25 dataset describes a molecular structure, C39H49ClN4O2PSSi2Ti. The level of theory is wB97M-V/def2-TZVPD.

Structure (ORCA input):
```
! RIJCOSX wB97M-V def2-TZVPD def2/J DEFGRID3
* xyz 1 1
Ti 0.07434 -1.62277 0.17872
O 1.25499 -0.18173 0.90011
C 1.52790 -0.11056 2.33581
C 2.00317 1.28655 2.71366
C 1.28508 2.44042 1.99051
C -0.21504 2.53243 2.18649
C -0.74444 3.42532 3.11388
C -2.11845 3.56852 3.21434
C -2.93125 2.82230 2.37761
C -2.32609 1.93816 1.50093
N -1.00440 1.77528 1.41137
H 2.06880 -0.00244 0.40365
H 2.24762 -0.89390 2.57447
H 0.58449 -0.34984 2.80618
H 3.07727 1.37718 2.53385
H 1.85885 1.38525 3.79316
H 1.47625 2.38974 0.91877
H 1.73371 3.37311 2.33602
H -0.08023 4.01805 3.72961
H -2.54686 4.26412 3.92433
H -4.00825 2.91675 2.40170
H -2.92308 1.32779 0.83235
C -3.64889 -1.96708 2.26735
Si -1.94714 -2.10783 2.99396
C -1.82201 -3.51977 4.21584
C -1.52249 -0.57727 3.97562
N -0.75867 -2.40119 1.65492
C -0.40872 -3.73981 1.34611
C -1.26825 -4.83694 1.52923
C -0.83179 -6.11011 1.26543
C 0.45656 -6.32538 0.75703
C 1.28222 -5.26229 0.47828
C 0.86012 -3.94783 0.76304
N 1.57473 -2.79482 0.44701
Si 3.30612 -2.84717 0.06355
C 4.17588 -3.83098 1.39823
C 3.58294 -3.54712 -1.64083
C 4.03178 -1.11398 0.06953
H -4.36589 -1.82819 3.08119
H -3.93375 -2.86094 1.71065
H -3.73349 -1.11592 1.59055
H -1.89106 -3.10041 5.22200
H -0.87871 -4.06425 4.14849
H -2.63003 -4.24330 4.10256
H -2.38677 -0.39882 4.62322
H -1.35677 0.33408 3.41157
H -0.66714 -0.75590 4.63221
H -2.28054 -4.67401 1.87007
H -1.49413 -6.94780 1.43370
H 0.79883 -7.33331 0.56347
H 2.26210 -5.43414 0.05369
H 3.47219 -4.24842 2.11993
H 4.87446 -3.19458 1.94525
H 4.74962 -4.66094 0.98159
H 3.29419 -4.59519 -1.72835
H 4.64384 -3.47710 -1.89423
H 3.01607 -2.98247 -2.38365
H 4.00517 -0.62795 1.04825
H 3.65287 -0.43671 -0.70101
H 5.09325 -1.24844 -0.16059
Cl 1.23501 -0.49467 -2.04693
C 0.90540 0.43833 -3.52551
C 1.57299 -0.00538 -4.65344
C 1.41484 0.71163 -5.82797
C 0.60954 1.84264 -5.84624
C -0.04143 2.25438 -4.69684
C 0.08171 1.55445 -3.49407
P -0.77831 2.05068 -1.94569
C -2.14827 3.04272 -2.63120
C -3.32513 2.34509 -2.90918
C -4.41493 2.99575 -3.46835
C -4.34691 4.35555 -3.73677
C -3.18608 5.06040 -3.45117
C -2.08966 4.40787 -2.90557
C 0.37198 3.31424 -1.29643
C 1.73338 3.30900 -1.59463
C 2.59838 4.20021 -0.97127
C 2.11229 5.11675 -0.05119
C 0.75564 5.13423 0.24834
C -0.10406 4.23391 -0.35976
H 2.20222 -0.88309 -4.60989
H 1.92410 0.38497 -6.72432
H 0.48621 2.40462 -6.76208
H -0.67550 3.13186 -4.72581
H -3.38726 1.28730 -2.68557
H -5.31971 2.44287 -3.68476
H -5.19919 4.86697 -4.16462
H -3.13104 6.12159 -3.65690
H -1.18709 4.96716 -2.69474
H 2.12995 2.61532 -2.32726
H 3.65183 4.18704 -1.22005
H 2.78339 5.82161 0.42200
H 0.36506 5.85090 0.96008
H -1.15932 4.25140 -0.10743
O 0.07317 -3.21680 -1.75667
H -0.66993 -3.22433 -2.37289
H 0.23029 -4.13774 -1.50772
S -2.01405 -1.13062 -1.04202
C -2.62947 -2.69201 -0.84959
N -3.03108 -3.77232 -0.75821
*
```

Calculated values
- LUMO energy (eV) = -3.24
- HOMO (eV) = -10.46
- gap between HOMO and LUMO (eV) = 7.22



--- two ---
This record from the OMol25 dataset describes a molecular structure, C39H49ClN4O2PSSi2Ti. The level of theory is wB97M-V/def2-TZVPD.

Structure (ORCA input):
```
! RIJCOSX wB97M-V def2-TZVPD def2/J DEFGRID3
* xyz 1 1
Ti -1.25539 -0.13617 0.11876
O -2.45933 -0.83932 1.70365
C -2.67205 -0.18849 2.96625
C -2.54767 -1.12652 4.16444
C -1.28666 -1.99752 4.18577
C 0.04472 -1.29451 4.16009
C 1.12078 -1.88403 4.82470
C 2.36600 -1.28660 4.77430
C 2.50350 -0.09768 4.07537
C 1.38245 0.41106 3.44724
N 0.18681 -0.16947 3.45981
H -2.91056 -1.70778 1.69818
H -3.66680 0.27671 2.95837
H -1.89825 0.58104 3.02842
H -3.41285 -1.79371 4.19088
H -2.57313 -0.51499 5.06856
H -1.30579 -2.70092 3.34813
H -1.31952 -2.60004 5.09423
H 0.97998 -2.79400 5.38852
H 3.20567 -1.73486 5.28224
H 3.44872 0.41919 4.02282
H 1.44531 1.34559 2.90626
C -4.46328 2.89334 1.69849
Si -2.74081 2.82550 0.84521
C -2.54493 4.24305 -0.43672
C -1.49475 3.22586 2.24352
N -2.51322 1.29317 -0.00186
C -3.59641 0.81824 -0.73546
C -4.74192 1.55014 -1.04977
C -5.81313 0.96672 -1.70284
C -5.76415 -0.36833 -2.06577
C -4.60701 -1.09387 -1.84566
C -3.50314 -0.51603 -1.22196
N -2.26586 -1.13367 -1.09152
Si -1.87396 -2.43407 -2.23425
C -2.64906 -4.11867 -1.78541
C -2.42648 -1.87122 -3.99348
C 0.02910 -2.58934 -2.31262
H -5.05806 3.69147 1.26461
H -4.37805 3.10755 2.75948
H -5.03401 1.97516 1.58668
H -2.97600 5.15910 -0.04679
H -3.04238 4.03124 -1.37845
H -1.50057 4.45074 -0.65512
H -2.01744 3.76642 3.02335
H -0.72596 3.89372 1.87570
H -1.00784 2.37739 2.71168
H -4.79473 2.59505 -0.80099
H -6.68698 1.55975 -1.92107
H -6.60975 -0.83836 -2.54250
H -4.54919 -2.12111 -2.16416
H -3.57215 -4.02729 -1.22205
H -1.96974 -4.70683 -1.17674
H -2.86123 -4.68713 -2.68578
H -2.99793 -0.94682 -3.98925
H -3.06270 -2.63076 -4.43617
H -1.58519 -1.74416 -4.66998
H 0.35138 -3.47011 -1.76998
H 0.57195 -1.73842 -1.90233
H 0.35142 -2.72359 -3.33888
Cl 0.40710 1.79137 0.40296
C 2.04016 2.41711 0.31691
C 2.30750 3.69331 0.78123
C 3.61158 4.16061 0.72499
C 4.61915 3.35391 0.21964
C 4.33193 2.08155 -0.24065
C 3.02980 1.59565 -0.21010
P 2.52273 -0.08660 -0.78216
C 2.79902 0.09598 -2.57692
C 2.56914 1.30092 -3.23055
C 2.61968 1.36006 -4.61186
C 2.90183 0.22242 -5.35056
C 3.10852 -0.98564 -4.70334
C 3.04581 -1.05369 -3.32490
C 4.02775 -0.99829 -0.26108
C 5.18993 -1.13706 -1.01452
C 6.26067 -1.85356 -0.50855
C 6.18509 -2.43442 0.74664
C 5.03118 -2.29711 1.50028
C 3.95818 -1.58385 1.00023
H 1.52453 4.31198 1.19325
H 3.83387 5.15285 1.08632
H 5.63417 3.71848 0.19252
H 5.12061 1.45235 -0.62376
H 2.36395 2.19329 -2.65388
H 2.43823 2.29918 -5.11239
H 2.96091 0.27265 -6.42692
H 3.31083 -1.87740 -5.27636
H 3.19836 -1.99844 -2.82076
H 5.26146 -0.70790 -2.00341
H 7.15427 -1.96926 -1.10197
H 7.01876 -3.00109 1.13438
H 4.95572 -2.76018 2.47323
H 3.05088 -1.49073 1.58514
O -0.40564 0.65152 -2.03739
H -0.47772 0.00823 -2.75991
H -0.74812 1.49705 -2.36632
S 0.42160 -1.75616 0.82254
C -0.79452 -2.84782 0.97592
N -1.64072 -3.62208 1.14392
*
```

Calculated values
- LUMO energy (eV) = -3.61
- HOMO (eV) = -10.37
- gap between HOMO and LUMO (eV) = 6.76



Which one sits at the bottom of the stability order? two does.